(1)
This record from OMol25 describes a cluster of 16 separate species, C30H68O28 in total in a non-equilibrium geometry. The level of theory is ωB97M-V/def2-TZVPD.

The frontier orbital gap comes out at 0.33732 Ha. As for the total energy: -89541.4454 eV. For the energy above the lowest of the compared OMol25 structures with the same formula, charge and spin, the calculation gives 0.0 kJ/mol.

Each line ends with the Mulliken charge.
CARTESIAN COORDINATES (ANGSTROEM)
O (-4.666, 0.808, 0.184)  -0.575
H (-4.924, -0.032, -0.216)  0.350
H (-4.960, 1.476, -0.438)  0.277
O (-2.665, 0.803, 3.887)  -0.538
H (-2.783, 1.243, 4.733)  0.289
H (-3.509, 0.903, 3.440)  0.229
O (0.617, -2.007, -5.157)  -0.573
H (0.228, -2.592, -4.499)  0.413
H (1.459, -2.413, -5.374)  0.278
O (-1.973, -1.867, 4.144)  -0.528
H (-2.736, -2.152, 4.652)  0.229
H (-2.027, -0.904, 4.143)  0.278
C (1.269, 4.471, -2.607)  -0.817
C (2.677, 4.580, -3.273)  0.264
C (3.726, 5.221, -2.415)  -0.239
O (4.822, 4.366, -2.496)  -0.335
C (4.439, 3.176, -3.032)  0.688
O (5.139, 2.201, -3.119)  -0.579
O (3.149, 3.242, -3.395)  -0.291
H (0.726, 5.403, -2.454)  0.367
H (1.434, 4.036, -1.620)  -0.015
H (0.639, 3.753, -3.130)  0.179
H (2.705, 5.112, -4.224)  0.426
H (3.395, 5.434, -1.399)  0.060
H (3.960, 6.157, -2.923)  0.437
C (-4.504, -5.969, -3.315)  -1.481
C (-3.094, -5.967, -2.744)  0.758
C (-2.131, -6.984, -3.338)  -0.506
O (-0.903, -6.315, -3.347)  -0.330
C (-1.129, -4.986, -3.323)  0.513
O (-0.287, -4.096, -3.445)  -0.647
O (-2.445, -4.746, -3.016)  -0.178
H (-5.102, -5.184, -2.856)  0.242
H (-4.918, -6.963, -3.132)  0.421
H (-4.476, -5.940, -4.404)  0.402
H (-3.127, -6.053, -1.657)  0.002
H (-2.369, -7.309, -4.352)  0.300
H (-2.170, -7.898, -2.745)  0.355
C (2.684, -1.285, -2.540)  -1.133
C (3.638, -0.624, -1.597)  0.806
C (3.066, 0.473, -0.768)  0.195
O (3.194, 0.089, 0.601)  0.275
C (3.828, -1.133, 0.607)  0.216
O (4.185, -1.683, 1.591)  -0.566
O (4.009, -1.608, -0.635)  -0.454
H (1.735, -1.389, -2.011)  -0.135
H (3.015, -2.299, -2.770)  0.427
H (2.489, -0.841, -3.515)  0.325
H (4.457, -0.178, -2.162)  0.253
H (2.026, 0.592, -1.070)  -0.280
H (3.675, 1.366, -0.903)  0.131
C (1.646, -0.896, 5.519)  -1.562
C (2.588, -0.418, 4.425)  1.045
C (2.288, 0.936, 3.847)  0.128
O (3.521, 1.565, 3.692)  -0.179
C (4.442, 0.942, 4.464)  0.567
O (5.615, 1.319, 4.545)  -0.606
O (3.838, -0.143, 5.055)  -0.471
H (2.048, -1.768, 6.037)  0.401
H (0.690, -1.254, 5.133)  0.188
H (1.453, -0.201, 6.337)  0.424
H (2.747, -1.139, 3.623)  0.100
H (1.692, 1.565, 4.510)  0.475
H (1.808, 0.901, 2.869)  -0.571
C (1.531, 5.367, 1.568)  -1.353
C (2.569, 4.332, 2.053)  1.608
C (3.319, 3.648, 0.845)  2.965
O (4.668, 3.882, 1.061)  -0.389
C (4.862, 4.436, 2.302)  0.468
O (5.920, 4.676, 2.870)  -0.573
O (3.647, 4.928, 2.762)  -0.492
H (1.810, 6.018, 0.740)  0.280
H (1.235, 6.016, 2.394)  0.429
H (0.590, 4.856, 1.357)  0.114
H (2.258, 3.605, 2.803)  -0.331
H (2.969, 4.040, -0.109)  -1.889
H (3.098, 2.585, 0.750)  -1.052
C (-1.139, -1.920, -1.025)  -1.374
C (-1.490, -0.668, -0.190)  0.988
C (-0.884, -0.755, 1.230)  0.142
O (-0.369, 0.563, 1.484)  0.084
C (-0.242, 1.198, 0.307)  -0.136
O (0.404, 2.220, 0.214)  -0.266
O (-0.826, 0.512, -0.636)  0.492
H (-1.325, -1.870, -2.098)  0.251
H (-1.697, -2.794, -0.687)  0.127
H (-0.074, -2.149, -0.965)  0.205
H (-2.560, -0.475, -0.126)  -0.208
H (-0.022, -1.421, 1.261)  -0.188
H (-1.676, -1.071, 1.906)  0.054
C (-1.065, 4.062, 4.150)  -0.461
O (-0.418, 2.860, 4.531)  -0.464
H (-0.465, 4.897, 4.510)  0.267
H (-0.981, 4.094, 3.062)  0.061
H (-2.102, 4.077, 4.486)  0.272
H (-0.669, 2.138, 3.948)  0.283
C (0.348, -4.139, 2.999)  -0.303
O (-1.017, -4.140, 2.685)  -0.421
H (0.711, -3.185, 2.610)  -0.059
H (0.390, -4.176, 4.089)  0.249
H (0.897, -4.973, 2.566)  0.297
H (-1.420, -3.444, 3.214)  0.304
C (-0.262, 1.054, -3.831)  0.314
O (-0.149, 0.539, -5.160)  -0.601
H (0.693, 1.496, -3.539)  -0.290
H (-0.995, 1.838, -3.639)  0.229
H (-0.498, 0.226, -3.160)  0.022
H (0.623, -0.034, -5.185)  0.294
C (-2.443, 3.469, -1.467)  0.374
O (-3.201, 3.480, -2.683)  -0.572
H (-2.719, 2.549, -0.953)  -0.149
H (-1.381, 3.540, -1.696)  -0.276
H (-2.679, 4.375, -0.906)  0.357
H (-4.023, 2.992, -2.613)  0.303
C (-3.913, -4.378, 1.071)  -0.319
O (-4.751, -4.359, -0.083)  -0.599
H (-4.598, -4.465, 1.917)  0.444
H (-3.272, -5.257, 1.041)  0.368
H (-3.416, -3.419, 1.204)  -0.180
H (-5.070, -5.242, -0.278)  0.270
C (-4.692, -1.714, -2.265)  -0.336
O (-5.150, -1.699, -0.904)  -0.626
H (-5.322, -2.368, -2.868)  0.331
H (-4.604, -0.680, -2.596)  0.292
H (-3.662, -2.059, -2.378)  -0.034
H (-5.165, -2.606, -0.577)  0.278



(2)
This record from OMol25 describes a cluster of 6 separate species, C30H69BF2N6O4S2 in total in a non-equilibrium geometry. The level of theory is ωB97M-V/def2-TZVPD.

Its total charge is +2. The frontier orbital gap comes out at 0.31564 Ha. As for the total energy: -77124.5573 eV. For the energy above the lowest of the compared OMol25 structures with the same formula, charge and spin, the calculation gives 0.0 kJ/mol.

Each line ends with the Mulliken charge.
CARTESIAN COORDINATES (ANGSTROEM)
B (25.351, 3.286, -11.905)  3.820
H (24.688, 2.934, -11.013)  -1.289
H (24.900, 2.766, -12.827)  -0.687
H (25.380, 4.452, -11.968)  -0.675
H (26.407, 2.856, -11.651)  -0.842
C (28.526, 0.594, -11.088)  -0.650
C (28.501, 0.512, -12.613)  -0.283
N (28.644, 1.850, -13.184)  0.453
C (29.840, 2.501, -13.335)  -0.696
C (29.600, 3.718, -13.903)  -0.618
N (28.240, 3.713, -14.217)  0.422
C (27.720, 2.571, -13.832)  -0.636
C (27.536, 4.707, -15.008)  -0.744
H (29.488, 1.034, -10.809)  0.440
H (28.408, -0.418, -10.703)  0.539
H (27.771, 1.262, -10.675)  -0.326
H (27.537, 0.126, -12.941)  -0.191
H (29.310, -0.124, -12.963)  0.453
H (30.754, 2.096, -12.933)  0.506
H (30.185, 4.575, -14.187)  0.615
H (26.694, 2.278, -14.022)  0.533
H (27.294, 5.567, -14.386)  0.244
H (26.662, 4.295, -15.508)  0.190
H (28.189, 5.019, -15.824)  0.457
C (18.150, 6.666, -12.061)  -1.431
C (19.333, 6.172, -12.919)  -0.024
C (20.657, 6.453, -12.243)  -1.037
N (21.826, 5.888, -13.009)  0.772
C (21.845, 4.369, -13.047)  -1.261
C (21.835, 6.461, -14.407)  -0.831
C (23.276, 6.626, -14.792)  -0.824
C (23.983, 7.047, -13.505)  0.058
C (23.192, 6.311, -12.441)  0.448
H (17.301, 6.669, -12.742)  0.403
H (18.345, 7.674, -11.691)  0.366
H (17.909, 6.049, -11.197)  0.334
H (19.234, 6.765, -13.828)  0.347
H (19.206, 5.111, -13.131)  0.228
H (20.665, 6.053, -11.228)  0.295
H (20.803, 7.531, -12.157)  0.508
H (22.793, 4.015, -13.447)  0.237
H (21.028, 4.078, -13.697)  0.525
H (21.813, 4.066, -12.003)  0.415
H (21.243, 5.947, -15.160)  0.317
H (21.380, 7.446, -14.277)  0.548
H (23.678, 5.663, -15.124)  0.159
H (23.440, 7.270, -15.655)  0.573
H (25.016, 6.702, -13.529)  -0.281
H (23.973, 8.130, -13.383)  0.396
H (23.700, 5.408, -12.104)  -1.105
H (23.009, 6.887, -11.532)  0.340
C (29.300, 3.010, -8.157)  -1.591
C (28.498, 3.841, -9.143)  2.212
C (29.091, 5.230, -9.244)  -1.351
N (28.254, 6.204, -10.037)  0.593
C (28.004, 5.655, -11.425)  -1.108
C (28.979, 7.537, -10.061)  -0.711
C (28.605, 8.212, -8.727)  -0.709
C (27.141, 7.859, -8.596)  -0.729
C (26.939, 6.513, -9.311)  0.027
H (28.880, 2.996, -7.141)  0.400
H (30.376, 3.153, -8.118)  0.386
H (29.131, 1.929, -8.269)  0.376
H (27.420, 3.758, -9.020)  -0.907
H (28.654, 3.383, -10.126)  -0.553
H (30.071, 5.224, -9.729)  0.523
H (29.361, 5.627, -8.261)  0.413
H (28.989, 5.584, -11.873)  0.146
H (27.308, 6.359, -11.874)  0.928
H (27.460, 4.712, -11.357)  -0.119
H (28.740, 8.093, -10.965)  0.481
H (30.049, 7.330, -10.099)  0.395
H (28.815, 9.280, -8.753)  0.469
H (29.307, 7.823, -7.991)  0.321
H (26.450, 8.617, -8.961)  0.355
H (26.879, 7.795, -7.537)  0.359
H (26.220, 6.648, -10.114)  0.035
H (26.718, 5.692, -8.641)  0.215
C (21.277, 4.013, -8.661)  -1.188
C (22.495, 3.199, -9.125)  0.589
C (22.952, 2.202, -8.101)  -1.133
N (24.031, 1.237, -8.548)  0.319
C (25.350, 1.900, -8.519)  -1.085
C (23.738, 0.524, -9.872)  -0.164
C (24.651, -0.695, -9.877)  -0.399
C (24.750, -1.039, -8.382)  -0.771
C (24.007, 0.036, -7.584)  -0.494
H (21.543, 4.713, -7.870)  0.409
H (20.468, 3.373, -8.304)  0.394
H (20.867, 4.506, -9.540)  0.081
H (23.264, 3.872, -9.504)  -0.123
H (22.123, 2.597, -9.961)  0.249
H (22.077, 1.608, -7.827)  0.453
H (23.291, 2.613, -7.148)  0.396
H (25.975, 1.275, -9.158)  0.508
H (25.796, 2.109, -7.549)  0.556
H (25.342, 2.852, -9.053)  -0.274
H (23.955, 1.280, -10.629)  -0.238
H (22.686, 0.253, -9.834)  0.528
H (25.604, -0.549, -10.375)  -0.009
H (24.100, -1.490, -10.374)  0.654
H (25.800, -1.116, -8.098)  0.315
H (24.302, -2.012, -8.186)  0.366
H (24.598, 0.321, -6.715)  0.388
H (22.975, -0.143, -7.304)  0.484
N (23.732, -0.103, -15.655)  -0.553
S (23.676, 1.410, -15.362)  1.087
O (24.888, 2.233, -15.364)  -0.561
O (22.556, 1.866, -14.566)  -0.656
F (23.153, 1.765, -16.856)  -0.358
S (24.845, -0.580, -14.523)  1.121
O (24.453, -0.318, -13.174)  -0.352
O (26.209, -0.397, -14.912)  -0.625
F (24.623, -2.147, -14.622)  -0.282